(1)
{"formula": "C15H36IrN2OPSSe2SiTe2", "method": "the ωB97M-V functional and the def2-TZVPD basis", "homo_energy_ev": -6.6, "homo_lumo_gap_ev": 5.62, "de_lowest_kcal_mol": 11.7, "symbols": ["Ir", "Se", "Te", "Te", "Se", "S", "C", "N", "C", "C", "N", "H", "H", "H", "H", "H", "H", "C", "Si", "C", "C", "O", "H", "H", "H", "H", "H", "H", "H", "H", "H", "C", "C", "C", "P", "C", "C", "C", "C", "C", "C", "H", "H", "H", "H", "H", "H", "H", "H", "H", "H", "H", "H", "H", "H", "H", "H", "H", "H", "H", "H", "H"], "positions_angstrom": [[0.26, 0.27, 0.12], [0.91, 2.43, 1.32], [0.61, 4.34, -0.23], [1.45, 3.21, -2.54], [0.37, 0.99, -2.25], [-0.44, -1.89, -1.34], [-2.02, -1.43, -1.79], [-2.95, -0.95, -0.99], [-4.17, -0.63, -1.73], [-3.78, -0.88, -3.20], [-2.50, -1.58, -3.04], [-2.65, -0.45, -0.11], [-4.48, 0.39, -1.54], [-4.97, -1.30, -1.41], [-3.64, 0.05, -3.74], [-4.50, -1.50, -3.73], [-1.88, -1.76, -3.81], [-4.19, 0.29, 2.33], [-2.58, 1.22, 2.02], [-3.06, 2.86, 1.24], [-1.77, 1.50, 3.68], [-1.68, 0.32, 1.00], [-4.75, 0.77, 3.14], [-4.00, -0.74, 2.62], [-4.84, 0.29, 1.44], [-3.72, 3.43, 1.90], [-3.60, 2.70, 0.30], [-2.19, 3.47, 1.03], [-2.35, 2.18, 4.31], [-0.77, 1.92, 3.57], [-1.66, 0.55, 4.22], [3.79, 0.41, 2.06], [2.83, -0.72, 2.43], [1.92, -0.25, 3.57], [1.79, -1.22, 1.00], [0.96, -2.80, 1.54], [1.76, -3.66, 2.52], [-0.44, -2.54, 2.11], [2.93, -1.77, -0.35], [3.52, -0.57, -1.12], [4.02, -2.75, 0.06], [4.31, 0.75, 2.95], [3.24, 1.26, 1.66], [4.54, 0.10, 1.33], [3.40, -1.60, 2.74], [1.28, 0.57, 3.23], [2.52, 0.12, 4.40], [1.28, -1.04, 3.95], [0.83, -3.34, 0.60], [1.83, -3.18, 3.49], [2.76, -3.89, 2.18], [1.23, -4.61, 2.66], [-0.38, -2.13, 3.13], [-1.00, -3.47, 2.15], [-1.00, -1.83, 1.51], [2.23, -2.27, -1.03], [4.52, -0.32, -0.75], [2.90, 0.32, -1.02], [3.60, -0.80, -2.18], [4.61, -2.38, 0.90], [4.70, -2.90, -0.78], [3.61, -3.73, 0.33]], "nbo_charge": [0.517, -0.409, 0.095, 0.072, -0.418, -0.169, 0.361, -0.586, -0.228, -0.226, -0.586, 0.480, 0.218, 0.204, 0.203, 0.209, 0.424, -1.142, 1.928, -1.149, -1.151, -1.288, 0.236, 0.231, 0.218, 0.232, 0.223, 0.246, 0.235, 0.245, 0.228, -0.627, -0.570, -0.601, 1.301, -0.563, -0.612, -0.611, -0.564, -0.621, -0.610, 0.214, 0.248, 0.207, 0.230, 0.224, 0.218, 0.206, 0.240, 0.207, 0.210, 0.221, 0.201, 0.211, 0.247, 0.237, 0.203, 0.241, 0.221, 0.206, 0.223, 0.209]}



(2)
{"formula": "C4H8NO3", "method": "the ωB97M-V functional and the def2-TZVPD basis", "total_charge": -1, "homo_energy_ev": -4.1, "homo_lumo_gap_ev": 7.85, "de_lowest_kcal_mol": 21.6, "symbols": ["C", "C", "O", "N", "H", "H", "H", "H", "H", "C", "C", "O", "O", "H", "H", "H"], "positions_angstrom": [[0.01, 3.10, 0.57], [-0.39, 2.01, 1.57], [-0.83, 2.36, 2.65], [-0.12, 0.72, 1.24], [-0.19, 0.06, 1.93], [-0.06, 0.33, 0.27], [-0.36, 2.89, -0.45], [1.00, 3.41, 0.62], [-0.59, 3.96, 0.82], [0.59, -2.96, -0.46], [0.24, -2.01, -1.60], [-0.02, -2.41, -2.72], [0.38, -0.75, -1.38], [0.97, -2.40, 0.45], [1.29, -3.70, -0.82], [-0.17, -3.62, -0.27]], "nbo_charge": [-0.710, 0.678, -0.659, -0.841, 0.375, 0.465, 0.225, 0.221, 0.213, -0.731, 0.750, -0.749, -0.847, 0.197, 0.209, 0.204]}



(3)
{"formula": "C50H55N6O8", "method": "the ωB97M-V functional and the def2-TZVPD basis", "total_charge": 1, "homo_energy_ev": -10.2, "homo_lumo_gap_ev": 7.66, "de_lowest_kcal_mol": 116.4, "symbols": ["C", "C", "N", "C", "C", "N", "C", "C", "H", "H", "H", "H", "H", "H", "H", "H", "H", "H", "H", "N", "C", "C", "C", "C", "C", "H", "H", "H", "H", "H", "N", "C", "C", "C", "C", "C", "H", "H", "H", "H", "H", "N", "C", "C", "C", "C", "C", "H", "H", "H", "H", "H", "N", "C", "C", "C", "C", "C", "H", "H", "H", "H", "H", "C", "C", "C", "C", "C", "C", "O", "O", "H", "H", "H", "H", "H", "H", "C", "C", "C", "C", "C", "C", "O", "O", "H", "H", "H", "H", "H", "H", "C", "C", "C", "C", "C", "C", "O", "O", "H", "H", "H", "H", "H", "H", "C", "C", "C", "C", "C", "C", "O", "O", "H", "H", "H", "H", "H", "H"], "positions_angstrom": [[2.73, 1.63, -1.44], [1.22, 1.68, -0.78], [0.88, 0.41, -0.17], [0.84, -0.76, -0.80], [0.40, -1.84, 0.04], [-0.09, -1.07, 1.17], [0.22, 0.28, 0.98], [-1.12, -1.57, 2.17], [3.33, 1.16, -0.92], [2.93, 2.48, -1.80], [2.70, 0.86, -2.33], [0.62, 1.92, -1.61], [1.14, 2.75, -0.17], [1.35, -0.92, -1.71], [0.24, -2.88, -0.18], [-0.11, 1.24, 1.64], [-1.38, -2.59, 1.93], [-1.99, -1.01, 1.99], [-0.64, -1.49, 3.14], [-4.16, -4.32, 3.63], [-4.24, -3.10, 4.19], [-4.66, -3.02, 5.54], [-4.92, -4.08, 6.28], [-4.77, -5.38, 5.72], [-4.52, -5.40, 4.33], [-3.93, -2.28, 3.63], [-4.77, -1.94, 6.02], [-5.20, -4.10, 7.27], [-4.73, -6.18, 6.34], [-4.51, -6.36, 3.91], [2.44, -4.91, 3.62], [1.78, -5.25, 2.53], [0.39, -5.38, 2.53], [-0.39, -4.99, 3.59], [0.33, -4.57, 4.81], [1.83, -4.66, 4.88], [2.60, -5.31, 1.64], [0.09, -5.67, 1.73], [-1.45, -5.13, 3.45], [-0.28, -4.47, 5.58], [2.43, -4.28, 5.60], [-2.66, -4.86, -0.09], [-1.71, -5.36, -0.92], [-1.49, -4.67, -2.18], [-2.13, -3.52, -2.47], [-3.02, -3.03, -1.58], [-3.31, -3.74, -0.49], [-1.34, -6.38, -0.73], [-0.75, -4.94, -2.98], [-2.08, -3.05, -3.54], [-3.52, -2.01, -1.79], [-3.77, -3.30, 0.50], [2.74, 4.44, 1.30], [3.49, 5.39, 0.75], [3.15, 6.74, 0.70], [1.84, 7.14, 1.09], [0.97, 6.09, 1.40], [1.51, 4.80, 1.61], [4.41, 4.90, 0.19], [3.98, 7.34, 0.53], [1.45, 8.15, 0.99], [0.04, 6.36, 1.64], [0.78, 3.96, 2.06], [-1.66, 2.05, -3.31], [-2.00, 0.77, -4.08], [-3.26, 0.16, -3.82], [-4.09, 0.73, -2.79], [-3.60, 1.73, -2.03], [-2.42, 2.45, -2.26], [-2.17, 3.48, -1.49], [-3.65, -0.93, -4.49], [-0.71, 2.46, -3.60], [-1.46, 0.23, -4.79], [-4.91, 0.19, -2.40], [-4.32, 2.11, -1.35], [-2.35, 3.34, -0.68], [-4.41, -1.52, -4.30], [2.76, 0.31, 2.70], [2.57, 1.56, 3.48], [1.81, 1.55, 4.69], [1.20, 0.29, 5.09], [1.47, -0.85, 4.39], [2.26, -0.86, 3.17], [2.66, -2.05, 2.66], [1.50, 2.73, 5.17], [3.23, 0.35, 1.68], [3.19, 2.30, 3.10], [0.65, 0.24, 5.88], [1.01, -1.59, 4.93], [2.26, -2.98, 2.75], [0.63, 3.18, 5.00], [2.60, -4.51, -4.74], [1.77, -3.16, -5.24], [2.22, -1.93, -4.76], [3.30, -1.82, -3.85], [4.02, -3.06, -3.44], [3.60, -4.29, -3.79], [4.16, -5.37, -3.34], [1.64, -0.75, -5.25], [2.46, -5.31, -5.11], [0.79, -3.10, -5.64], [3.84, -1.09, -3.38], [4.81, -3.00, -2.69], [5.18, -5.10, -2.99], [1.20, -0.95, -5.96], [1.39, 6.73, -3.36], [1.21, 8.11, -3.80], [-0.09, 8.59, -4.03], [-1.17, 7.77, -3.68], [-1.05, 6.54, -3.09], [0.29, 5.97, -3.00], [0.49, 4.60, -2.59], [-0.28, 9.95, -4.17], [2.42, 6.49, -3.33], [2.19, 8.45, -4.11], [-2.04, 8.19, -3.61], [-2.07, 5.92, -2.73], [-0.07, 4.18, -1.98], [-0.14, 10.57, -3.57]], "mulliken_charge": [-2.200, 0.833, 1.403, -0.709, -0.590, 0.581, -0.590, -0.769, 0.671, 0.885, 0.281, -0.161, -0.545, 0.285, 0.692, 0.072, 0.162, 0.516, 0.059, -0.246, 0.002, -0.618, -0.356, -0.563, -0.263, 0.489, 0.207, 0.484, 0.490, 0.393, -0.572, -0.170, -1.018, 0.137, -0.746, -0.546, 0.322, 0.975, 0.475, 0.699, 0.488, -0.358, -0.455, -0.357, 0.136, 0.209, -0.347, 0.435, 0.336, 0.244, -0.051, 0.227, -0.183, -0.149, -0.569, -0.426, -0.892, 0.304, 0.297, 0.508, 0.413, 0.616, 0.136, -0.137, -1.146, 0.536, -0.726, -0.449, 0.319, -0.358, -0.598, 0.632, 0.538, 0.419, 0.483, 0.190, 0.382, -0.295, -0.722, 0.029, -1.310, -0.529, 0.859, -0.561, -0.586, 0.420, 0.670, 0.778, 0.563, 0.247, 0.352, -1.212, -0.632, 0.490, -0.663, -0.647, 1.078, -0.583, -0.440, 0.823, 0.406, 0.552, 0.194, 0.380, 0.276, -0.525, -0.513, 0.205, -0.567, 0.047, 0.350, -0.219, -0.541, 0.456, 0.334, 0.560, 0.055, 0.031, 0.292]}